C49H124N8O16 | wB97M-V/def2-TZVPD

```
197
Properties=species:S:1:pos:R:3:lowdin_charge:R:1
C -0.25 1.20 -1.37 -0.0696
C 0.07 0.73 0.06 -0.4999
C -0.75 1.56 1.04 -0.0712
O -0.44 -0.55 0.16 -0.0495
H -0.05 0.43 -2.10 0.0827
H 0.48 1.97 -1.64 0.0764
H -1.22 1.67 -1.54 0.0828
H 1.13 0.79 0.29 0.1392
H -1.81 1.48 0.80 0.0743
H -0.57 2.63 0.91 0.0755
H -0.68 1.31 2.10 0.0769
H -1.20 -0.48 -0.43 0.0823
C 0.66 -2.84 -9.05 -0.1112
O 1.99 -2.78 -9.59 -0.2140
C 2.41 -1.44 -10.01 -0.2363
C 3.62 -1.49 -10.81 -0.2346
N 3.64 -0.30 -11.65 -0.0382
C 4.96 -0.20 -12.33 -0.1912
C 4.78 0.53 -13.69 -0.2136
O 3.76 -0.12 -14.43 -0.2108
C 3.44 0.52 -15.69 -0.0909
H 0.52 -2.45 -8.05 0.0842
H 0.30 -3.86 -9.15 0.0829
H 0.06 -2.33 -9.80 0.0773
H 2.58 -1.05 -9.01 0.1191
H 1.57 -0.82 -10.31 0.1192
H 3.52 -2.45 -11.33 0.1283
H 4.40 -1.64 -10.07 0.1323
H 2.98 -0.37 -12.41 0.0967
H 5.46 -1.15 -12.48 0.1070
H 5.66 0.26 -11.64 0.1119
H 5.67 0.64 -14.32 0.1175
H 4.38 1.52 -13.52 0.1165
H 4.25 0.97 -16.27 0.0825
H 2.70 1.32 -15.64 0.0800
H 2.96 -0.27 -16.27 0.0852
C 2.27 10.38 -1.57 -0.0755
O 1.58 9.77 -0.41 -0.2280
C 0.85 10.80 0.27 -0.1882
C -0.57 10.07 0.47 -0.2291
N -1.25 10.01 -0.78 -0.0559
C -2.56 9.33 -0.60 -0.1920
C -3.23 8.98 -1.92 -0.2388
O -2.27 8.45 -2.83 -0.1937
C -2.99 7.73 -3.92 -0.0768
H 2.92 9.62 -2.00 0.0802
H 2.96 11.06 -1.08 0.0791
H 1.61 10.85 -2.30 0.0871
H 0.82 11.73 -0.29 0.1100
H 1.33 10.94 1.23 0.1081
H -1.15 10.64 1.20 0.1111
H -0.35 9.10 0.92 0.1116
H -0.67 9.45 -1.39 0.0976
H -3.30 10.02 -0.21 0.1165
H -2.46 8.41 -0.02 0.1149
H -3.78 9.84 -2.30 0.1204
H -3.91 8.13 -1.81 0.1085
H -2.39 7.24 -4.68 0.0798
H -3.76 8.30 -4.44 0.0807
H -3.55 6.90 -3.48 0.0723
C -5.44 -6.12 -2.99 -0.0397
O -6.30 -4.91 -2.81 -0.2151
C -6.03 -4.30 -1.59 -0.2605
C -6.50 -2.82 -1.70 -0.1947
N -6.23 -2.27 -3.05 -0.0620
C -6.67 -0.87 -3.15 -0.1823
C -8.22 -0.70 -3.19 -0.2421
O -8.74 -1.31 -4.34 -0.1759
C -10.13 -1.41 -4.23 -0.1235
H -4.44 -5.77 -2.74 0.0762
H -5.55 -6.54 -3.99 0.0871
H -5.72 -6.78 -2.17 0.0795
H -4.96 -4.31 -1.38 0.1073
H -6.54 -4.84 -0.79 0.1180
H -6.13 -2.28 -0.82 0.1193
H -7.57 -2.93 -1.59 0.0986
H -6.72 -2.79 -3.76 0.0976
H -6.15 -0.62 -4.08 0.1114
H -6.24 -0.29 -2.33 0.1109
H -8.48 0.36 -3.14 0.1149
H -8.63 -1.04 -2.24 0.1058
H -10.53 -1.84 -5.14 0.0897
H -10.51 -0.39 -4.25 0.0873
H -10.40 -1.98 -3.35 0.0925
C 4.56 4.10 -6.69 -0.1304
O 5.69 4.46 -5.89 -0.1952
C 6.33 3.20 -5.39 -0.1731
C 7.55 3.75 -4.63 -0.2270
N 8.17 2.68 -3.94 -0.1052
C 7.41 1.95 -2.87 -0.1493
C 8.17 0.60 -2.61 -0.1840
O 9.13 0.88 -1.57 -0.1933
C 9.91 -0.18 -1.20 -0.1460
H 4.87 3.47 -7.52 0.0828
H 3.98 4.99 -6.95 0.0832
H 3.78 3.54 -6.16 0.0748
H 6.64 2.51 -6.18 0.1212
H 5.65 2.65 -4.76 0.0987
H 7.15 4.38 -3.84 0.1140
H 8.30 4.29 -5.20 0.1285
H 9.06 2.96 -3.54 0.1071
H 6.38 1.89 -3.20 0.0927
H 7.37 2.61 -2.00 0.1133
H 8.54 0.16 -3.53 0.1127
H 7.47 -0.20 -2.37 0.1081
H 10.15 -0.82 -2.05 0.0934
H 9.67 -0.59 -0.22 0.0884
H 10.85 0.34 -1.02 0.0846
C -10.15 3.59 4.92 -0.1444
O -9.65 4.75 4.37 -0.1784
C -8.58 5.27 5.17 -0.2416
C -8.77 6.58 5.81 -0.2475
N -9.91 6.61 6.70 -0.0525
C -10.10 7.93 7.35 -0.1932
C -11.27 7.77 8.34 -0.1909
O -12.53 7.94 7.66 -0.2083
C -12.95 9.27 7.28 -0.0933
H -9.40 2.80 4.87 0.0893
H -11.01 3.39 4.28 0.0923
H -10.49 3.81 5.93 0.0864
H -7.70 5.09 4.55 0.1251
H -8.20 4.64 5.97 0.1173
H -8.69 7.39 5.08 0.1155
H -7.90 6.77 6.44 0.1244
H -10.82 6.39 6.33 0.1118
H -10.20 8.66 6.55 0.1091
H -9.30 8.26 8.01 0.1142
H -11.17 8.57 9.08 0.1069
H -11.21 6.82 8.86 0.1253
H -13.97 9.52 6.96 0.0826
H -12.28 9.69 6.53 0.0732
H -12.90 9.88 8.17 0.0766
C -1.72 -4.72 8.26 -0.1526
O -1.95 -5.43 9.44 -0.2190
C -3.17 -5.11 10.22 -0.1860
C -3.35 -6.17 11.23 -0.1894
N -2.72 -5.93 12.59 -0.0813
C -1.26 -6.13 12.65 -0.1813
C -0.82 -5.66 14.06 -0.1918
O -1.58 -6.28 15.11 -0.1926
C -1.36 -7.65 15.34 -0.1193
H -2.53 -4.52 7.56 0.0808
H -0.95 -5.35 7.83 0.0889
H -1.27 -3.72 8.33 0.0756
H -3.98 -5.16 9.50 0.1181
H -2.96 -4.14 10.65 0.1306
H -3.18 -7.18 10.87 0.1222
H -4.44 -6.12 11.31 0.1111
H -3.19 -5.75 13.46 0.1003
H -1.12 -5.55 11.74 0.1036
H -1.04 -7.18 12.46 0.1052
H -0.78 -4.58 14.14 0.1221
H 0.22 -5.96 14.16 0.1072
H -1.74 -8.32 14.57 0.0747
H -1.74 -8.05 16.28 0.0914
H -0.32 -7.90 15.10 0.0816
C 2.71 -10.77 -1.00 -0.1242
O 3.01 -9.61 -1.72 -0.1918
C 3.25 -8.47 -0.87 -0.2088
C 3.82 -7.37 -1.72 -0.2387
N 5.20 -7.56 -1.97 -0.0829
C 5.64 -8.59 -2.91 -0.1791
C 5.31 -8.29 -4.45 -0.1922
O 5.67 -9.46 -5.24 -0.2218
C 5.12 -9.37 -6.65 -0.0517
H 1.98 -10.44 -0.26 0.0807
H 3.56 -11.15 -0.45 0.0845
H 2.30 -11.57 -1.63 0.0899
H 3.97 -8.69 -0.09 0.1244
H 2.38 -8.05 -0.37 0.1179
H 3.76 -6.49 -1.08 0.1185
H 3.42 -7.10 -2.69 0.1228
H 5.75 -7.60 -1.12 0.1073
H 5.31 -9.61 -2.72 0.0964
H 6.72 -8.73 -2.89 0.1113
H 6.09 -7.59 -4.75 0.1034
H 4.41 -7.70 -4.65 0.1053
H 5.35 -8.41 -7.10 0.0751
H 4.05 -9.52 -6.48 0.0783
H 5.52 -10.16 -7.29 0.0755
C 7.10 -0.12 5.10 -0.0612
C 8.10 -0.33 6.22 -0.4625
C 8.30 -1.81 6.35 -0.2470
O 9.10 -2.23 7.40 -0.1604
C 8.99 -1.63 8.65 -0.1344
N 9.43 0.25 5.99 0.0580
H 6.87 0.90 4.78 0.0826
H 6.22 -0.75 5.26 0.0797
H 7.52 -0.68 4.27 0.0729
H 7.76 0.02 7.19 0.1254
H 8.52 -2.30 5.40 0.1343
H 7.36 -2.28 6.63 0.1257
H 9.46 -2.20 9.45 0.0939
H 7.96 -1.63 8.99 0.0774
H 9.10 -0.55 8.73 0.0796
H 9.61 0.04 5.02 0.0681
H 9.32 1.25 5.95 0.0680
```

HOMO-LUMO gap = 8.44 eV
2S+1 = 1
E_tot = -3582.49581 hartree